#i
11
Properties=species:S:1:pos:R:3 method="wB97M-V/def2-TZVPD" total_charge=0 smiles="CS/C=N/N" orbital_gap_ev=9.29 lumo_energy_ev=1.0
C -1.07 1.01 1.40
S 0.66 1.38 1.03
C 1.05 0.16 -0.14
N 0.22 -0.64 -0.61
N 0.45 -1.69 -1.52
H -1.29 1.84 2.10
H -1.66 1.09 0.48
H -1.23 0.03 1.88
H 2.08 0.09 -0.47
H 1.20 -1.53 -2.11
H -0.41 -1.75 -2.05

---

#ii
11
Properties=species:S:1:pos:R:3 method="wB97M-V/def2-TZVPD" total_charge=0 orbital_gap_ev=9.87 lumo_energy_ev=0.7
C -0.88 0.79 -1.37
N -1.13 -0.59 -0.72
C -0.28 -1.01 0.20
N 0.58 -0.07 0.94
S 2.06 -0.76 1.55
H 0.13 0.78 -1.84
H -1.74 1.03 -1.94
H -0.79 1.52 -0.59
H -0.53 -2.01 0.56
H 0.57 0.82 0.27
H 2.01 -0.50 2.95

---

Short version: #ii is the least stable of them.

---

#i
16
Properties=species:S:1:pos:R:3 method="wB97M-V/def2-TZVPD" total_charge=+1 multiplicity=2 orbital_gap_ev="10.62 / 5.80" lumo_energy_ev="-4.1 / -8.9"
C 0.36 -1.99 0.04
C 0.77 -1.08 -1.07
N 0.72 0.28 -1.05
C 0.56 1.04 0.29
C -0.88 1.50 0.56
O -1.60 0.62 1.50
O 1.24 -1.61 -2.09
H 0.49 -2.89 -0.46
H 0.93 -1.97 1.00
H -0.71 -1.87 0.16
H 0.96 0.81 -1.88
H 0.88 0.36 1.13
H 1.13 1.91 0.05
H -1.49 1.62 -0.34
H -0.86 2.43 0.97
H -2.51 0.84 1.17

---

#ii
16
Properties=species:S:1:pos:R:3 method="wB97M-V/def2-TZVPD" total_charge=+1 multiplicity=2 orbital_gap_ev="11.68 / 7.21" lumo_energy_ev="-3.6 / -8.3"
C 1.50 -0.44 0.89
N 0.11 -0.71 0.56
C -0.82 -0.77 1.65
C -0.27 -0.46 -0.77
C -0.37 1.10 -1.15
O 0.79 1.55 -1.75
O 1.83 -0.21 2.00
H 2.15 -0.45 0.00
H -0.44 -1.39 2.43
H -0.90 0.24 2.08
H -1.82 -0.97 1.28
H -1.20 -0.96 -1.04
H 0.47 -0.92 -1.42
H -1.22 1.10 -1.83
H -0.49 1.66 -0.23
H 0.66 1.65 -2.70

---

Short version: #i is the least stable of them.

---

#i
20
Properties=species:S:1:pos:R:3 method="wB97M-V/def2-TZVPD" total_charge=+1 orbital_gap_ev="7.14 / 9.64" lumo_energy_ev="-5.3 / -3.5"
C 1.97 -1.91 -2.02
C 0.59 1.39 -1.63
C 0.26 -0.40 -0.13
N -0.11 -1.12 0.87
N -0.54 1.73 0.51
N 0.01 0.83 -0.39
N -2.11 -0.46 2.55
H 2.81 -2.45 -1.46
H 0.93 -2.23 -1.74
H 2.05 -1.15 -2.86
H 1.45 2.21 -1.41
H 1.07 0.69 -2.33
H -0.30 1.70 -2.20
H 0.38 -1.91 1.28
H -0.99 -0.88 1.56
H 0.00 1.75 1.36
H -0.46 2.69 0.22
H -1.59 0.13 3.17
H -3.00 -0.65 2.96
H -2.42 0.02 1.71

---

#ii
20
Properties=species:S:1:pos:R:3 method="wB97M-V/def2-TZVPD" total_charge=+1 smiles=CNNN(C)C[NH3+] orbital_gap_ev=9.69 lumo_energy_ev=-3.2
C 2.70 0.16 0.43
N 1.53 -0.19 -0.40
N 0.45 -0.47 0.59
N -0.77 -0.51 -0.07
C -1.61 -1.74 0.04
C -1.62 0.65 0.11
N -0.80 1.70 -0.82
H 3.45 0.64 -0.26
H 2.30 0.99 1.12
H 3.21 -0.62 1.03
H 1.79 -0.99 -0.97
H 0.87 -1.25 1.24
H -0.97 -2.52 -0.42
H -1.91 -1.90 1.09
H -2.44 -1.48 -0.61
H -2.57 0.58 -0.16
H -1.54 1.13 1.04
H -1.41 1.82 -1.64
H 0.20 1.33 -0.93
H -0.86 2.65 -0.40

---

#iii
20
Properties=species:S:1:pos:R:3 method="wB97M-V/def2-TZVPD" total_charge=+1 orbital_gap_ev="7.59 / 9.39" lumo_energy_ev="-4.8 / -3.5"
C -2.69 1.68 0.38
C -1.39 -1.76 0.32
C -0.35 0.26 -0.56
N 0.64 1.02 -0.89
N 0.87 -1.65 -0.63
N -0.35 -1.01 -0.40
N 2.88 0.78 0.47
H -2.25 1.31 1.28
H -2.72 2.73 0.17
H -3.40 1.05 -0.09
H -1.09 -1.86 1.40
H -2.27 -1.19 0.24
H -1.60 -2.75 0.04
H 0.41 1.77 -1.43
H 1.58 0.99 -0.40
H 0.59 -2.62 -1.06
H 1.55 -0.90 -0.95
H 3.85 1.05 0.08
H 2.90 -0.24 0.72
H 2.83 1.35 1.34

---

Short version: #i is the least stable of them.

---

#i
18
Properties=species:S:1:pos:R:3 method="wB97M-V/def2-TZVPD" total_charge=+1 orbital_gap_ev="7.66 / 7.66" lumo_energy_ev="-5.8 / -5.8"
C 1.97 0.97 -1.86
C -1.31 -1.77 -0.43
C 1.26 0.22 -1.01
C 0.42 0.84 -0.06
C -0.61 0.97 2.01
C -0.63 -1.19 0.83
N -0.38 0.27 0.83
O -0.79 2.23 1.90
H 2.61 0.53 -2.61
H 1.92 2.05 -1.86
H -2.31 -1.36 -0.54
H -1.39 -2.84 -0.30
H 1.32 -0.86 -1.04
H 0.47 1.93 0.00
H -0.75 -1.56 -1.33
H -1.27 -1.38 1.70
H 0.32 -1.70 0.99
H -0.88 2.66 2.77

---

#ii
18
Properties=species:S:1:pos:R:3 method="wB97M-V/def2-TZVPD" total_charge=+1 smiles="C=[NH+]/C=C/CCC=O" orbital_gap_ev=6.91 lumo_energy_ev=-6.5
C 0.56 2.69 0.63
N 0.31 2.18 -0.62
C 0.13 0.89 -1.21
C 0.72 -0.17 -0.60
C 0.28 -1.56 -0.91
C -0.92 -1.45 0.12
C -0.49 -1.72 1.55
O 0.65 -1.66 1.92
H 0.02 3.63 0.60
H 1.58 2.53 0.97
H -0.67 2.28 -0.17
H -0.12 0.99 -2.26
H 1.56 0.05 0.05
H 0.97 -2.33 -0.56
H -0.02 -1.63 -1.95
H -1.69 -2.18 -0.17
H -1.61 -0.62 0.26
H -1.26 -1.91 2.33

---

#iii
18
Properties=species:S:1:pos:R:3 method="wB97M-V/def2-TZVPD" total_charge=+1 orbital_gap_ev=10.15 lumo_energy_ev=-4.0
C -0.02 -0.45 1.94
C -0.06 -0.13 0.61
C -0.98 0.99 0.87
C -0.89 0.77 2.32
C -0.32 -1.15 -1.71
C 1.40 0.55 -1.31
N 0.65 -0.59 -0.65
O -1.68 1.72 0.24
H 0.30 -1.30 2.59
H -1.78 0.52 2.90
H -0.62 1.62 2.89
H -1.21 -1.59 -1.21
H -0.76 -0.30 -2.21
H 0.07 -1.84 -2.42
H 0.70 1.51 -1.35
H 2.39 0.72 -0.78
H 1.48 0.25 -2.34
H 1.33 -1.31 -0.37

---

Short version: #ii is the least stable of them.

---

#i
9
Properties=species:S:1:pos:R:3 method="wB97M-V/def2-TZVPD" total_charge=+1 orbital_gap_ev=9.50 lumo_energy_ev=-6.9
C -2.07 1.76 0.09
C -1.75 0.17 -0.86
C -0.46 0.83 0.17
C 0.70 0.24 0.58
N -2.73 1.00 -0.73
N -1.07 2.13 0.65
H -1.53 -0.76 -1.29
H 1.38 0.64 1.23
H 0.98 -0.59 -0.07

---

#ii
9
Properties=species:S:1:pos:R:3 method="wB97M-V/def2-TZVPD" total_charge=+1 smiles="C=[N+]=C=CC#N" orbital_gap_ev=8.70 lumo_energy_ev=-7.2
C 0.03 -2.24 -0.68
N 0.05 -1.12 -0.12
C 0.21 0.00 0.30
C 0.39 1.22 0.73
C -0.61 2.28 0.40
N -1.39 3.07 0.15
H 0.98 -2.79 -0.60
H -0.80 -2.30 -1.44
H 1.16 1.88 1.27

---

Short version: #i is the least stable of them.

---

#i
7
Properties=species:S:1:pos:R:3 method="wB97M-V/def2-TZVPD" total_charge=0 orbital_gap_ev=8.79 lumo_energy_ev=-0.4
C 0.84 -0.66 -0.70
N -0.19 -0.21 -1.21
N -1.14 0.40 -0.51
N -0.72 0.63 0.68
O 0.40 0.29 1.12
S 2.17 -1.40 -0.83
H -1.36 0.94 1.46

---

#ii
7
Properties=species:S:1:pos:R:3 method="wB97M-V/def2-TZVPD" total_charge=0 smiles="S=c1[nH]nno1" orbital_gap_ev=8.75 lumo_energy_ev=-0.2
S -2.29 -0.29 -0.12
C -0.65 -0.23 0.01
N 0.13 0.81 -0.07
N 1.41 0.29 -0.19
N 1.45 -0.97 -0.10
O 0.00 -1.36 0.02
H -0.05 1.75 0.45

---

Short version: #i is the least stable of them.

---

#i
7
Properties=species:S:1:pos:R:3 method="wB97M-V/def2-TZVPD" total_charge=0 smiles="S=c1nn[nH]o1" orbital_gap_ev=7.89 lumo_energy_ev=-0.9
S 0.06 -0.82 3.89
C -0.09 -0.10 2.43
N -0.17 1.24 2.17
N -0.06 1.33 0.84
N 0.14 0.19 0.30
O 0.01 -0.85 1.37
H 0.02 -0.36 -0.54

---

#ii
7
Properties=species:S:1:pos:R:3 method="wB97M-V/def2-TZVPD" total_charge=0 smiles="O=C=NS.N#N" orbital_gap_ev=9.79 lumo_energy_ev=0.5
O -3.45 0.52 0.10
C -2.48 -0.11 0.03
N -1.43 -0.69 0.18
S -0.10 -1.19 -0.74
H 0.64 -1.11 0.41
N -0.67 1.71 -0.12
N -1.58 2.37 -0.18

---

#iii
7
Properties=species:S:1:pos:R:3 method="wB97M-V/def2-TZVPD" total_charge=0 smiles="S=c1nno[nH]1" orbital_gap_ev=7.78 lumo_energy_ev=-1.1
S 2.38 -0.24 -0.11
C 0.68 -0.16 0.03
N 0.03 -1.36 0.12
N -1.22 -1.10 -0.15
O -1.51 0.24 -0.14
N -0.20 0.78 0.01
H -0.15 1.84 0.24

---

Short version: #iii is the least stable of them.

---

#i
8
Properties=species:S:1:pos:R:3 method="wB97M-V/def2-TZVPD" total_charge=0 orbital_gap_ev="9.30 / 9.30" lumo_energy_ev="1.1 / 1.1"
N -1.32 -0.27 0.13
N 1.52 -0.05 -0.13
N -0.31 0.64 0.10
H -1.61 -0.73 -0.77
H -1.39 -0.98 0.83
H 1.98 0.87 -0.13
H 1.60 -0.48 0.77
H -0.47 1.00 -0.81

---

#ii
8
Properties=species:S:1:pos:R:3 method="wB97M-V/def2-TZVPD" total_charge=0 orbital_gap_ev="10.36 / 8.03" lumo_energy_ev="0.9 / 0.4"
N -1.29 -0.07 0.00
N 1.85 0.23 -0.04
N -0.45 0.92 0.05
H -1.54 -0.58 -0.84
H -1.50 -0.49 0.90
H 2.00 0.26 0.97
H 1.65 -0.75 -0.26
H -0.19 1.28 -0.87

---

Short version: #ii is the least stable of them.

---

#i
8
Properties=species:S:1:pos:R:3 method="wB97M-V/def2-TZVPD" total_charge=0 smiles=F[C@@H](Cl)CCl orbital_gap_ev=11.71 lumo_energy_ev=0.9
F -0.72 1.50 -0.24
C -0.66 0.44 0.44
Cl -2.02 -0.56 -0.02
C 0.60 -0.46 -0.15
Cl 2.39 -0.12 0.01
H -0.27 0.61 1.56
H 0.25 -0.80 -1.18
H 0.46 -1.53 0.25

---

#ii
8
Properties=species:S:1:pos:R:3 method="wB97M-V/def2-TZVPD" total_charge=0 smiles=F[C@H](Cl)CCl orbital_gap_ev=11.60 lumo_energy_ev=0.6
F -0.42 -0.15 -1.69
C -0.58 0.44 -0.47
Cl 0.14 2.16 -0.52
C 0.24 -0.42 0.45
Cl 2.05 -0.32 0.69
H -1.61 0.12 -0.09
H 0.03 -0.41 1.52
H 0.15 -1.41 0.11

---

Short version: #i is the least stable of them.

---

#i
24
Properties=species:S:1:pos:R:3 method="wB97M-V/def2-TZVPD" total_charge=+1 orbital_gap_ev=8.45 lumo_energy_ev=-3.0
C 0.94 -1.75 2.86
C 0.76 -2.88 2.07
C 0.80 -0.38 2.31
C 0.63 -2.83 0.64
C 0.69 -0.43 1.00
C 0.67 -1.49 0.11
C 0.63 0.65 -0.08
C -2.05 1.97 -2.42
C -0.74 1.34 -0.40
N -0.79 1.45 -1.84
O 0.52 -0.87 -1.08
O 1.57 1.47 -0.42
H 1.20 -1.97 3.89
H 0.93 -3.80 2.55
H 0.95 0.54 2.88
H 0.60 -3.71 0.04
H -2.79 1.70 -1.63
H -1.92 2.96 -2.67
H -2.21 1.33 -3.31
H -0.65 2.32 -0.02
H -1.62 0.93 -0.08
H -0.66 0.46 -2.01
H 0.07 1.78 -2.26
H 2.47 1.21 -0.14

---

#ii
24
Properties=species:S:1:pos:R:3 method="wB97M-V/def2-TZVPD" total_charge=+1 orbital_gap_ev="8.65 / 4.36" lumo_energy_ev="-3.2 / -5.2"
C -2.40 1.33 2.86
C -2.85 0.32 1.97
C -1.21 2.00 2.68
C -2.06 -0.22 0.98
C -0.53 1.65 1.51
C -0.93 0.52 0.75
C 0.59 1.74 0.70
C 1.74 -1.81 -3.31
C 1.51 -2.20 -0.86
N 1.28 -1.25 -2.03
O 0.27 0.68 -0.13
O 1.70 2.41 0.56
H -3.07 1.37 3.62
H -3.73 -0.18 2.13
H -0.67 2.69 3.30
H -2.33 -1.09 0.50
H 1.35 -2.72 -3.47
H 1.54 -1.16 -4.25
H 2.83 -1.71 -3.33
H 0.89 -1.99 -0.07
H 2.55 -2.42 -0.99
H 1.67 -0.29 -1.83
H 0.27 -1.02 -2.18
H 1.57 3.33 0.89

---

#iii
24
Properties=species:S:1:pos:R:3 method="wB97M-V/def2-TZVPD" total_charge=+1 smiles="C1=C[C@H]2C[NH2+][C@@H]3OCO[C@@]32C=C1" orbital_gap_ev=9.43 lumo_energy_ev=-3.2
C 2.54 -0.39 -0.43
C 1.95 0.54 0.32
C 0.54 0.35 0.98
C -0.32 1.63 0.71
N -0.73 1.39 -0.71
C -1.18 -0.07 -0.83
O -2.42 -0.26 -0.33
C -2.46 -1.31 0.61
O -1.20 -1.21 1.33
C -0.20 -0.80 0.29
C 0.67 -1.91 -0.24
C 1.90 -1.67 -0.70
H 3.62 -0.23 -0.81
H 2.51 1.41 0.63
H 0.77 0.21 1.99
H -1.27 1.59 1.39
H 0.19 2.55 0.79
H -1.49 1.92 -0.95
H 0.03 1.76 -1.33
H -1.20 -0.50 -1.92
H -3.28 -1.36 1.28
H -2.55 -2.26 0.02
H 0.14 -2.81 -0.47
H 2.36 -2.43 -1.32

---

Short version: #ii is the least stable of them.

---

#i
6
Properties=species:S:1:pos:R:3 method="wB97M-V/def2-TZVPD" total_charge=0 smiles=FOOP orbital_gap_ev=10.88 lumo_energy_ev=0.7
F 1.82 -1.70 1.15
O 0.57 -1.55 1.73
O 0.53 -0.16 1.80
P -0.39 0.53 0.55
H -1.19 -0.50 0.33
H -1.35 1.01 1.52

---

#ii
6
Properties=species:S:1:pos:R:3 method="wB97M-V/def2-TZVPD" total_charge=0 smiles=OP(O)F orbital_gap_ev=11.73 lumo_energy_ev=0.7
O 0.95 0.63 -0.44
P -0.34 -0.30 -0.73
O -0.14 -1.39 0.38
F -1.58 0.70 0.44
H 0.98 1.42 -0.85
H 0.13 -1.06 1.20

---

Short version: #i is the least stable of them.

---

#i
10
Properties=species:S:1:pos:R:3 method="wB97M-V/def2-TZVPD" total_charge=0 orbital_gap_ev=7.75 lumo_energy_ev=-0.5
C 0.49 1.07 -0.34
C -0.58 -1.56 0.63
Si -1.36 1.54 -0.38
Si 0.86 -0.60 0.51
H 0.92 1.40 -1.24
H 1.07 1.66 0.39
H -1.17 -1.62 -0.22
H -0.39 -2.48 1.10
H -1.75 1.02 -1.87
H 1.90 -0.44 1.41

---

#ii
10
Properties=species:S:1:pos:R:3 method="wB97M-V/def2-TZVPD" total_charge=0 orbital_gap_ev=7.73 lumo_energy_ev=-0.1
C 0.65 -1.20 0.16
C -0.88 1.38 0.00
Si 1.78 0.31 0.23
Si -1.01 -0.34 0.22
H 1.00 -1.80 -0.62
H 0.73 -1.74 1.05
H -0.20 1.98 -0.66
H -1.62 2.10 0.27
H 1.64 0.60 -1.16
H -2.08 -1.29 0.51

---

#iii
10
Properties=species:S:1:pos:R:3 method="wB97M-V/def2-TZVPD" total_charge=0 orbital_gap_ev=6.82 lumo_energy_ev=-1.1
C 1.12 -0.59 -0.51
C -1.92 0.83 0.03
Si 2.61 0.52 0.13
Si -0.65 -0.40 0.25
H 1.20 -0.65 -1.54
H 1.56 -1.67 -0.25
H -1.62 1.48 -0.79
H -2.95 0.64 0.24
H 1.55 1.29 1.16
H -0.89 -1.46 1.29

---

Short version: #iii is the least stable of them.

---

#i
10
Properties=species:S:1:pos:R:3 method="wB97M-V/def2-TZVPD" total_charge=0 smiles="O=CC(=O)CO" orbital_gap_ev=8.94 lumo_energy_ev=-0.7
O -1.17 -0.17 -1.51
C 0.04 -0.12 -1.46
C 0.71 0.47 -0.22
O 1.78 1.04 -0.22
C -0.08 0.26 1.05
O -1.20 -0.62 0.91
H 0.67 -0.55 -2.24
H -0.45 1.25 1.38
H 0.64 -0.10 1.80
H -0.95 -1.46 0.50

---

#ii
10
Properties=species:S:1:pos:R:3 method="wB97M-V/def2-TZVPD" total_charge=0 orbital_gap_ev=10.53 lumo_energy_ev=0.5
O -0.22 -0.75 -1.60
C 0.37 0.06 -0.64
C 0.84 -0.42 0.74
O 0.91 0.56 1.47
C -0.73 0.75 0.20
O -1.41 -0.13 0.73
H -1.04 -1.08 -1.19
H 1.18 0.62 -1.11
H 1.05 -1.44 1.10
H -0.95 1.82 0.28

---

#iii
10
Properties=species:S:1:pos:R:3 method="wB97M-V/def2-TZVPD" total_charge=0 orbital_gap_ev=8.47 lumo_energy_ev=-0.5
O 1.05 -0.83 1.26
C 0.07 -0.31 0.57
C -0.31 -0.79 -0.79
O -0.91 0.44 -1.15
C -0.42 1.23 -0.05
O -0.97 2.20 0.41
H 1.08 -0.41 2.13
H 0.73 1.23 -0.20
H -1.07 -1.58 -0.71
H 0.49 -1.12 -1.47

---

Short version: #iii is the least stable of them.

---

#i
10
Properties=species:S:1:pos:R:3 method="wB97M-V/def2-TZVPD" total_charge=0 smiles="O=CCOC=O" orbital_gap_ev=11.25 lumo_energy_ev=0.9
O -0.88 -1.47 0.56
C -1.19 -0.65 -0.27
C -0.20 0.39 -0.79
O 1.10 0.02 -0.37
C 1.29 0.15 0.96
O 0.62 0.82 1.69
H -2.21 -0.61 -0.70
H -0.20 0.40 -1.89
H -0.49 1.38 -0.43
H 2.17 -0.44 1.25

---

#ii
10
Properties=species:S:1:pos:R:3 method="wB97M-V/def2-TZVPD" total_charge=0 smiles="O=C1COCO1" orbital_gap_ev=11.03 lumo_energy_ev=0.8
O 0.45 0.74 2.20
C 0.25 0.52 1.05
C -0.96 -0.02 0.40
O -0.80 0.07 -0.98
C 0.59 -0.12 -1.11
O 1.19 0.46 0.04
H -2.00 0.21 0.68
H -0.44 -1.00 0.87
H 0.95 0.36 -2.02
H 0.77 -1.21 -1.13

---

#iii
10
Properties=species:S:1:pos:R:3 method="wB97M-V/def2-TZVPD" total_charge=0 smiles="CC(=O)OC=O" orbital_gap_ev=11.48 lumo_energy_ev=0.8
C 0.92 -0.78 0.11
C 0.61 0.60 -0.22
O 1.25 1.36 -0.88
O -0.52 1.04 0.53
C -1.58 0.37 0.02
O -1.51 -0.63 -0.65
H 1.61 -0.20 0.82
H 1.30 -1.40 -0.72
H 0.22 -1.34 0.74
H -2.51 0.88 0.25

---

Short version: #ii is the least stable of them.

---

#i
10
Properties=species:S:1:pos:R:3 method="wB97M-V/def2-TZVPD" total_charge=0 orbital_gap_ev=9.14 lumo_energy_ev=0.3
O 1.08 -0.72 -1.28
O -0.46 -0.84 -1.50
C -1.16 0.03 -0.69
C -0.67 0.20 0.52
C 0.53 -0.01 1.25
O -0.76 0.83 1.68
H 1.28 0.13 -1.73
H -1.95 0.63 -1.12
H 0.73 -0.93 1.79
H 1.37 0.67 1.09

---

#ii
10
Properties=species:S:1:pos:R:3 method="wB97M-V/def2-TZVPD" total_charge=0 orbital_gap_ev=8.78 lumo_energy_ev=0.4
C -1.66 0.63 -0.32
C -0.22 0.89 0.21
C 0.72 -0.30 -0.01
O -2.03 -0.61 -0.20
O 1.86 0.02 -0.52
O 0.40 -1.44 0.29
H 0.09 1.83 -0.07
H -0.47 0.79 1.24
H 2.53 -0.65 -0.70
H -1.23 -1.16 0.08

---

#iii
10
Properties=species:S:1:pos:R:3 method="wB97M-V/def2-TZVPD" total_charge=0 orbital_gap_ev=10.93 lumo_energy_ev=0.6
O -2.47 0.26 1.36
C -1.59 0.27 0.65
O -1.24 -2.10 -0.71
C -0.22 -1.75 -1.24
C 1.25 1.62 0.73
O 0.38 2.08 1.42
H 0.47 -2.48 -1.70
H 0.08 -0.69 -1.30
H 1.26 0.55 0.44
H 2.08 2.24 0.35

---

#iv
10
Properties=species:S:1:pos:R:3 method="wB97M-V/def2-TZVPD" total_charge=0 orbital_gap_ev="8.18 / 8.18" lumo_energy_ev="-2.2 / -2.2"
O -1.50 -1.62 0.82
C -1.00 0.36 0.22
C 0.33 -0.08 -0.15
O 0.72 -1.23 -0.06
C 1.38 0.89 -0.67
O 1.17 1.72 -1.52
H -0.80 -2.30 0.68
H -1.37 1.27 -0.32
H -1.29 0.28 1.24
H 2.37 0.68 -0.24

---

Short version: #i is the least stable of them.